Entry 1:
A molecular structure, C4H10O2. Source: OMol25; level of theory: wB97M-V/def2-TZVPD.

Calculated values
* molar mass: 90.12 g mol⁻¹
* strongest force on any atom: 0.5 eV Å⁻¹

The geometry in ORCA input format:
```
! RIJCOSX wB97M-V def2-TZVPD def2/J DEFGRID3
* xyz 0 1
C -2.104 -0.334 -0.052
C -1.124 0.145 0.850
C 0.547 -0.589 -0.141
O -0.102 -0.922 -1.344
C 1.372 0.677 0.030
O 2.666 0.462 -0.519
H -2.738 0.399 -0.551
H -1.347 -0.702 -1.000
H -2.632 -1.244 0.237
H -0.912 1.214 0.842
H -0.976 -0.325 1.818
H 0.629 -1.372 0.617
H 1.244 -1.107 -0.963
H 1.442 0.899 1.106
H 0.868 1.515 -0.470
H 3.167 1.284 -0.461
*
```

***

Entry 2:
A molecular structure, C18H15BrN3O8PdSSe. Source: OMol25; level of theory: wB97M-V/def2-TZVPD.

Calculated values
* molar mass: 698.68 g mol⁻¹
* strongest force on any atom: 0.5 eV Å⁻¹

The geometry in ORCA input format:
```
! RIJCOSX wB97M-V def2-TZVPD def2/J DEFGRID3
* xyz -1 1
Pd 0.884 1.188 0.789
O -2.974 -4.541 0.169
C -2.535 -3.793 -0.715
O -2.387 -3.963 -1.940
C -1.984 -2.432 -0.204
C -1.469 -2.337 1.082
C -0.701 -1.246 1.436
N -0.499 -0.250 0.575
C -1.099 -0.251 -0.626
C -1.850 -1.330 -1.049
C -0.771 0.946 -1.487
O -1.275 1.100 -2.579
O 0.113 1.759 -0.965
H -1.616 -3.167 1.760
H -0.169 -1.174 2.376
H -2.250 -1.355 -2.051
C 2.030 0.622 -3.290
N 1.557 -0.686 -2.852
C 0.769 -1.534 -3.597
C 0.638 -2.677 -2.891
N 1.346 -2.505 -1.721
C 1.529 -3.548 -0.723
C 1.843 -1.255 -1.666
Se 2.784 -0.450 -0.270
H 1.851 0.698 -4.359
H 3.095 0.701 -3.080
H 1.499 1.413 -2.767
H 0.355 -1.239 -4.543
H 0.068 -3.572 -3.079
H 2.064 -4.383 -1.173
H 0.561 -3.897 -0.370
H 2.107 -3.135 0.099
O 2.267 2.570 1.148
S 2.762 1.962 2.494
O 2.516 2.858 3.582
O 1.732 0.777 2.527
O 4.091 1.447 2.353
Br -3.495 5.078 3.903
C -2.246 3.959 3.010
C -1.762 4.343 1.772
C -0.849 3.525 1.115
C -0.452 2.351 1.721
C -0.919 1.971 2.964
C -1.835 2.787 3.617
H -2.088 5.269 1.320
H -0.460 3.808 0.148
H -0.559 1.073 3.445
H -2.214 2.512 4.592
*
```

***

Kohn-Sham gap (eV)
9.9, 7.5
Highest occupied orbital energy (eV)
-9.14, -6.08
Relative energy (zero: lowest compared OMol25 entry of this formula, charge and spin) (kJ/mol)
567.8, 0.0